The following is a DFT calculation (the ωB97M-V functional and the def2-TZVPD basis) of a cluster of 2 separate species, C4H8N2O in total at a distorted geometry.

Structure (ORCA input):
```
! RIJCOSX wB97M-V def2-TZVPD def2/J DEFGRID3
* xyz 0 1
C 0.66 1.73 0.26
C -1.85 0.02 -0.96
C 0.12 0.58 0.66
C -0.62 -0.43 -0.19
N 1.13 2.59 -0.34
N 2.46 -0.42 0.91
O -0.92 -1.59 0.57
H -1.62 0.66 -1.73
H -2.61 0.57 -0.36
H -2.22 -0.92 -1.35
H 0.01 0.39 1.66
H 0.13 -0.62 -0.95
H 2.41 -0.70 -0.05
H 3.14 0.27 1.05
H -0.22 -2.13 0.82
*
```

For the largest force on an atom, the calculation gives 3.1 eV/Å. The value obtained for the electronic energy is -9300.9238 eV. Its orbital gap (alpha / beta) is 8.11 / 9.97 eV.